Molecular formula: C28H37BN19O2STl
Method: DFT, ωB97M-V/def2-TZVPD

Results
- 2S+1: 1
- Kohn-Sham gap: 6.12 eV
- Total charge: -2
- Energy relative to the best compared isomer or geometry (same formula, charge and spin): 0.364 eV

Geometry (Å):
Tl -1.14971 -0.91676 -0.47938
C 1.62454 1.94431 -1.52238
C 2.32720 1.00985 -0.58838
C 3.61715 1.11366 -0.02156
C 3.74736 -0.01156 0.77174
C 4.90676 -0.42287 1.62367
N 2.59655 -0.71403 0.67301
N 1.73176 -0.08551 -0.15372
B 2.26824 -2.09516 1.32093
N 1.83466 -3.10433 0.24252
N 0.83244 -2.83370 -0.62503
C 0.73634 -3.86020 -1.44929
C -0.30767 -3.89067 -2.51808
C 1.69986 -4.83464 -1.11308
C 2.37091 -4.31496 -0.02816
C 3.48602 -4.92006 0.76325
N 1.15305 -1.93405 2.38363
N -0.12624 -1.67863 2.03054
C -0.84816 -1.70006 3.13657
C -2.32852 -1.50140 3.09881
C -0.02026 -1.96946 4.24664
C 1.24546 -2.11642 3.71858
C 2.52673 -2.40601 4.43431
H 2.33120 2.39431 -2.22260
H 0.85151 1.40883 -2.08258
H 1.13508 2.75555 -0.97209
H 4.35503 1.88511 -0.18457
H 5.70230 0.31790 1.53658
H 4.61991 -0.50248 2.67369
H 5.29895 -1.39515 1.32093
H 3.26335 -2.49396 1.86453
H -0.55201 -2.87536 -2.83525
H 0.02804 -4.46868 -3.38033
H -1.21628 -4.34445 -2.11468
H 1.86693 -5.79290 -1.58033
H 3.72419 -5.90321 0.35688
H 4.38572 -4.30188 0.72869
H 3.20737 -5.03688 1.81267
H -2.61270 -1.00835 2.17152
H -2.84431 -2.46422 3.12760
H -2.66467 -0.90290 3.94908
H -0.30534 -2.05187 5.28445
H 2.33010 -2.48212 5.50405
H 2.97240 -3.34299 4.09474
H 3.26348 -1.61673 4.27287
N -5.31362 -2.40309 0.46044
C -5.23050 -1.07305 0.23433
N -6.34549 -0.31485 0.03832
N -5.91758 0.90870 -0.11771
N -4.62256 0.86323 -0.00452
N -4.12976 -0.34703 0.22282
C -4.29989 -3.36274 0.37270
N -4.60963 -4.63174 0.59891
N -3.43991 -5.27547 0.43163
N -2.50668 -4.42511 0.13008
N -3.02156 -3.17577 0.07726
H -6.24147 -2.78844 0.47370
O -0.75163 0.25422 -3.37793
O -1.69259 1.16583 -4.02405
C 0.86792 4.23690 2.70638
N -0.10455 3.20784 2.42683
C -1.44081 3.21831 2.76132
C -1.96475 2.08164 2.21485
N -0.98869 1.38334 1.55206
C 0.10563 2.07928 1.69868
H 0.60049 4.75567 3.62557
H 0.91878 4.96600 1.89464
H 1.85213 3.78674 2.82506
H -1.86993 4.00966 3.35295
H -2.98160 1.72452 2.25378
H 1.07738 1.80984 1.30901
N -2.56631 3.23318 -0.92862
C -1.98559 3.03954 -2.05361
S -2.78320 1.78678 -3.03589
N -0.93639 3.84691 -2.47021
C -0.34307 4.07082 -3.73154
C -0.17664 5.39370 -4.14123
C 0.44021 5.69184 -5.34707
C 0.88556 4.66635 -6.16842
C 0.74918 3.35017 -5.74223
C 0.15944 3.04229 -4.52554
H -4.01620 1.66405 -0.18118
H -2.18955 4.02104 -0.40335
H -0.83346 4.63465 -1.84814
H -0.53997 6.19835 -3.50964
H 0.57109 6.72586 -5.64394
H 1.34488 4.89129 -7.12344
H 1.12116 2.54223 -6.36032
H 0.08497 2.01162 -4.19376